No. 1
C2H2FeO2 | ωB97M-V/def2-TZVPD

Structure (XYZ):
```
7
Properties=species:S:1:pos:R:3:forces:R:3:lowdin_spin:R:1
O -1.850 1.274 -0.253 3.2 0.3 -0.6 0.117
C -0.642 1.113 -0.325 -4.2 -0.3 0.5 0.098
C 0.532 0.723 0.026 2.4 -0.3 0.1 0.140
O 1.525 -0.167 -0.363 -0.7 0.8 0.1 0.259
Fe 2.423 1.352 0.206 -0.7 -0.3 -0.1 3.385
H -1.798 -1.452 0.335 -1.1 0.6 0.0 0.000
H -2.427 -0.993 0.285 1.0 -0.8 0.1 0.000
```
Forces are in eV/Å.

spin multiplicity: 5
HOMO (alpha / beta): -0.2840 / -0.2793 Eh



No. 2
C5H10N3 | ωB97M-V/def2-TZVPD

Structure (XYZ):
```
18
Properties=species:S:1:pos:R:3:forces:R:3:mulliken_charge:R:1
N 2.900 0.273 0.303 -3.3 3.3 -1.5 -0.572
C 1.320 0.464 0.127 -3.3 -0.3 -0.2 0.284
C 0.205 1.509 0.084 5.8 -5.3 0.4 -0.623
N -1.122 1.362 -0.074 -1.2 -1.0 0.7 -0.066
C -2.028 0.465 0.176 0.4 -1.1 -0.6 -0.065
C -1.532 -0.913 0.494 -0.3 1.4 -1.5 -0.733
C -0.395 -1.388 -0.457 -0.8 0.0 -1.9 -0.492
N 0.822 -0.774 -0.044 4.6 -1.6 0.1 -0.155
H 3.296 1.245 0.485 -0.5 -1.6 -0.1 0.325
H 3.168 0.084 -0.697 -0.1 0.2 1.1 0.330
H 0.526 2.441 0.177 1.0 4.0 0.1 0.468
H -1.372 2.234 -0.418 -1.8 1.9 -0.6 0.253
H -3.121 0.588 -0.016 1.3 0.6 0.0 0.376
H -2.386 -1.534 0.436 -0.7 -1.0 0.1 0.394
H -1.120 -0.937 1.475 0.3 -0.2 0.9 0.336
H -0.395 -2.487 -0.306 0.8 0.7 -0.1 0.340
H -0.430 -1.246 -1.638 -1.0 0.0 2.5 0.288
H 1.665 -1.385 -0.107 -1.3 0.0 0.4 0.310
```
Forces are in eV/Å.

total charge: +1
SMILES: NC1=C[NH+]=CCCN1
HOMO: -0.4503 Eh



No. 3
C4H12N2O | ωB97M-V/def2-TZVPD

Structure (XYZ):
```
19
Properties=species:S:1:pos:R:3:forces:R:3:mulliken_charge:R:1
C 2.741 0.026 0.799 1.6 0.3 0.8 -1.411
C 1.615 -0.119 -0.158 -2.0 -0.1 -0.8 0.421
O 1.382 1.005 -1.046 0.1 -0.2 0.5 -0.546
C 0.306 -0.305 0.643 0.4 0.2 -1.0 -0.826
N -0.837 -0.522 -0.242 -0.1 0.7 0.3 -0.467
C -2.122 -0.269 0.464 0.5 -0.6 -0.6 -0.356
N -3.187 0.042 -0.452 -0.6 -0.1 -0.4 -0.569
H 2.510 0.627 1.684 -0.4 0.2 -0.2 0.390
H 3.092 -0.912 1.232 -0.3 -0.3 -0.3 0.372
H 3.655 0.470 0.387 -0.2 0.0 -0.3 0.420
H 1.685 -0.936 -0.882 0.5 -0.4 0.5 0.255
H 2.066 1.649 -0.902 0.4 0.5 0.0 0.290
H 0.178 0.649 1.169 0.1 -0.2 0.6 0.343
H 0.454 -1.158 1.306 -0.2 0.1 0.3 0.308
H -0.767 0.219 -0.938 0.1 -0.2 -0.1 0.285
H -2.076 0.556 1.184 0.4 0.1 0.1 0.310
H -2.301 -1.191 1.014 -0.5 0.1 0.2 0.296
H -2.872 0.594 -1.247 -0.1 -0.1 0.3 0.237
H -3.722 -0.745 -0.806 0.5 0.1 0.1 0.249
```
Forces are in eV/Å.

SMILES: C[C@H](O)CNCN
HOMO: -0.3254 Eh



No. 4
C9H12O4PS | ωB97M-V/def2-TZVPD

Structure (XYZ):
```
27
Properties=species:S:1:pos:R:3:forces:R:3:mulliken_charge:R:1
C -0.915 0.844 -1.154 0.8 1.6 3.5 -1.313
C -0.018 1.877 0.784 -1.2 1.0 0.3 -0.566
C -0.472 -0.456 -0.585 -1.8 0.8 0.7 -0.399
C 0.563 0.812 1.309 0.6 -1.5 0.4 -1.274
C -0.915 1.985 -0.404 1.8 -2.4 -0.2 1.062
C 0.498 -0.452 0.521 1.3 0.3 0.7 1.114
C -1.467 3.370 -0.729 -0.2 -2.5 -0.3 -1.157
C 0.215 -1.682 1.375 -0.7 -0.7 1.7 -0.471
C 2.274 -1.889 -1.136 -2.0 0.1 0.9 -1.049
O -2.110 -2.652 -0.578 0.0 -0.4 -0.5 -0.761
O -3.177 -0.622 0.625 -1.4 1.5 -0.1 -0.745
O 3.210 -0.684 0.931 0.9 -0.2 1.5 -0.693
O -1.169 -1.697 1.641 -0.9 1.0 -0.8 -0.486
P -2.027 -1.394 0.196 2.4 -1.3 0.8 0.901
S 2.260 -0.352 -0.135 -1.2 0.0 -2.1 0.563
H -1.388 0.798 -2.044 -1.7 -0.1 -2.9 0.503
H 0.065 2.841 1.201 0.6 1.0 1.1 0.391
H -0.031 -1.094 -1.281 -0.1 -1.3 -1.8 0.618
H 1.314 0.612 2.128 -1.1 1.5 -0.5 0.336
H -0.573 4.010 -0.540 -1.2 0.3 -0.6 0.346
H -1.771 3.162 -1.842 0.1 1.6 2.1 0.265
H -2.316 3.526 0.041 1.2 0.3 -1.7 0.251
H 0.661 -1.622 2.401 0.3 -0.2 -1.1 0.189
H 3.226 -2.183 -0.865 2.2 -0.9 0.2 0.533
H 0.313 -2.669 0.914 1.3 0.2 -0.3 0.325
H 1.581 -2.544 -0.548 0.4 0.2 -1.3 0.236
H 2.169 -1.845 -2.225 -0.4 0.1 0.4 0.281
```
Forces are in eV/Å.

total charge: -1
HOMO: -0.1713 Eh



No. 5
C2H7O3PS | ωB97M-V/def2-TZVPD

Structure (XYZ):
```
14
Properties=species:S:1:pos:R:3:forces:R:3:mulliken_charge:R:1
C -1.289 -0.026 1.458 1.9 0.0 -1.7 -0.790
S -0.666 -0.568 -0.188 0.4 -1.9 -1.0 0.938
O -0.078 -1.924 -0.106 0.1 1.3 0.8 -0.698
O -1.726 -0.542 -1.149 -0.7 1.0 -0.4 -0.631
P 0.931 0.998 -0.753 0.8 -1.9 -0.7 -0.010
C 2.397 0.078 0.194 -1.9 -2.0 -2.5 -0.443
O 1.917 -0.770 1.183 1.2 0.8 1.2 -0.507
H -1.063 -0.907 2.098 -0.4 1.1 0.0 0.309
H -0.618 0.861 1.497 -0.5 -0.5 1.3 0.287
H -2.304 0.304 1.279 -0.2 -0.3 0.3 0.372
H 1.463 0.307 -1.982 -1.4 0.7 0.9 0.112
H 2.892 0.887 0.583 1.6 1.5 1.4 0.341
H 3.016 -0.433 -0.622 -0.7 0.6 1.3 0.339
H 1.309 -1.437 0.858 -0.1 -0.5 -0.7 0.380
```
Forces are in eV/Å.

SMILES: CS(=O)(=O)PCO
HOMO: -0.3591 Eh



No. 6
C21H25NOP2PdSTe | ωB97M-V/def2-TZVPD

Structure (XYZ):
```
53
Properties=species:S:1:pos:R:3:forces:R:3:mulliken_charge:R:1
Pd 0.250 0.691 0.835 -0.7 0.0 0.8 -0.956
C -2.198 0.208 -1.757 0.0 0.1 -0.1 -1.463
P -0.654 1.049 -1.174 0.1 -0.1 -0.4 0.985
C -0.934 2.676 -1.987 0.0 0.0 0.0 -1.429
C 0.560 0.245 -2.341 0.0 0.1 0.1 -0.109
C 0.570 0.526 -3.703 0.0 0.0 0.0 -0.335
C 1.570 0.038 -4.532 0.0 0.0 0.0 -0.752
C 2.575 -0.751 -3.992 0.0 0.0 -0.1 -0.686
C 2.553 -1.074 -2.643 -0.1 0.0 0.0 -0.376
C 1.549 -0.600 -1.804 -0.1 0.1 0.0 0.335
P 1.435 -1.011 0.005 0.3 -0.4 -0.2 1.791
C 0.388 -2.530 -0.157 0.0 -0.1 0.0 -1.288
C 3.028 -1.912 0.274 0.0 0.2 0.0 -1.783
H -2.372 0.388 -2.824 0.0 0.0 0.0 0.464
H -3.044 0.586 -1.180 0.0 0.0 0.0 0.391
H -2.133 -0.867 -1.590 0.0 0.0 0.0 0.316
H -1.297 2.611 -3.018 0.0 0.0 0.0 0.439
H 0.006 3.229 -1.946 0.0 0.0 0.0 0.256
H -1.679 3.200 -1.383 0.0 0.0 0.0 0.439
H -0.196 1.169 -4.122 0.0 0.0 0.0 0.175
H 1.580 0.294 -5.586 0.0 0.0 0.0 0.349
H 3.388 -1.103 -4.619 0.0 0.0 0.0 0.345
H 3.355 -1.675 -2.235 0.0 0.0 0.0 0.217
H 0.808 -3.226 -0.890 0.0 0.0 0.0 0.383
H -0.626 -2.262 -0.452 0.0 0.0 0.0 0.297
H 0.332 -3.014 0.820 0.0 0.0 0.0 0.365
H 3.186 -2.734 -0.432 0.0 0.0 0.0 0.415
H 2.973 -2.321 1.286 0.0 0.0 0.0 0.417
H 3.848 -1.189 0.234 0.0 0.0 0.0 0.383
O 4.433 1.027 0.518 0.1 0.1 0.0 -0.819
N 3.497 1.584 1.232 0.1 -0.2 0.1 0.756
C 3.531 1.408 2.575 -0.1 -0.1 0.0 -0.146
C 2.545 1.857 3.417 0.1 0.0 0.0 -0.791
C 1.464 2.541 2.859 0.1 -0.2 0.1 -0.312
C 1.464 2.783 1.504 -0.1 0.2 0.0 -1.453
C 2.507 2.350 0.648 0.2 0.6 -0.4 0.550
S 2.653 2.898 -0.974 0.0 -0.2 0.1 -0.435
H 4.383 0.830 2.900 0.0 0.0 0.0 0.370
H 2.607 1.638 4.474 0.0 0.0 0.0 0.348
H 0.636 2.881 3.469 0.0 0.0 0.0 0.692
H 0.692 3.400 1.069 0.1 0.0 -0.1 0.378
Te -1.438 0.612 3.291 0.1 -0.1 -0.2 -0.168
C -3.076 -0.570 2.675 -0.1 0.0 0.0 -0.683
C -4.169 -0.830 3.513 0.0 0.0 0.0 -0.320
C -5.238 -1.610 3.093 0.0 0.0 0.0 -0.493
C -5.254 -2.160 1.815 0.0 0.0 0.0 -0.447
C -4.178 -1.913 0.971 0.0 0.0 0.0 -0.472
C -3.110 -1.135 1.395 0.0 0.0 0.0 0.554
H -4.174 -0.409 4.512 0.0 0.0 0.0 0.310
H -6.068 -1.790 3.769 0.0 0.0 0.0 0.303
H -6.090 -2.767 1.485 0.0 0.0 0.0 0.340
H -4.168 -2.329 -0.032 0.0 0.0 0.0 0.311
H -2.270 -0.940 0.738 0.0 0.0 0.0 0.044
```
Forces are in eV/Å.

total charge: -2
HOMO: -0.0101 Eh